Entry 1:
58
Properties=species:S:1:pos:R:3:lowdin_spin:R:1 method="wB97M-V/def2-TZVPD" homo_ha="0.005 / -0.075" s_squared=2.031 orbital_gap_ev="4.372 / 6.534" multiplicity=3 mol_weight_da=662.47 energy_ev=-108199.0895 lumo_ev="4.5 / 4.5" e_above_lowest_ev=0.000 charge=-2 max_force_ha_per_bohr=0.0911
Ti 0.519 0.526 -0.273 0.93
O -0.078 -2.071 3.369 0.01
C -1.120 -1.491 3.957 0.02
C -1.758 -2.079 5.071 0.00
C -2.768 -1.371 5.707 0.02
C -3.223 -0.144 5.231 0.00
C -2.669 0.390 4.088 0.02
C -1.557 -0.220 3.497 0.00
C -0.882 0.396 2.367 0.08
O 0.147 -0.180 1.816 0.03
N -1.362 1.536 1.892 -0.03
N -0.564 1.987 0.899 0.19
C -0.681 3.169 0.301 0.12
C 0.342 3.509 -0.652 0.12
C 0.401 4.610 -1.547 0.02
C 1.427 4.756 -2.466 0.06
C 2.458 3.777 -2.474 0.09
C 2.373 2.731 -1.592 0.02
N 1.315 2.552 -0.756 0.15
H 0.178 -1.421 2.618 0.00
H -1.410 -3.062 5.413 0.00
H -3.202 -1.756 6.639 0.00
H -4.023 0.343 5.772 0.00
H -3.017 1.293 3.591 0.00
H -1.531 3.839 0.479 0.01
H -0.432 5.324 -1.515 0.00
H 1.424 5.605 -3.176 0.00
H 3.313 3.844 -3.173 0.01
H 3.173 2.002 -1.500 0.00
S 3.237 1.082 1.484 0.04
C 2.990 -0.390 0.742 0.03
N 1.982 -0.703 -0.145 0.01
C 1.977 -2.051 -0.604 0.01
C 1.002 -2.701 -1.389 0.00
C 1.161 -4.043 -1.685 0.00
C 2.228 -4.807 -1.179 0.00
C 3.148 -4.161 -0.329 0.00
C 3.045 -2.794 -0.025 0.00
S 4.061 -1.820 0.994 0.01
H 0.134 -2.135 -1.764 0.00
H 0.386 -4.486 -2.315 0.00
H 2.319 -5.871 -1.401 0.00
H 3.943 -4.729 0.140 0.00
C 0.415 0.622 -4.421 0.00
C 1.287 0.282 -3.231 0.00
O 2.448 -0.105 -3.237 0.00
O 0.542 0.455 -2.133 0.01
H 0.989 0.436 -5.340 0.00
H 0.118 1.675 -4.371 0.00
H -0.507 0.017 -4.365 0.00
F -3.785 0.086 0.464 0.00
C -3.709 -0.493 -0.797 0.00
F -4.703 0.006 -1.562 0.00
F -3.835 -1.849 -0.662 0.00
S -2.177 -0.038 -1.555 0.00
O -2.043 -0.860 -2.741 0.00
O -2.187 1.418 -1.643 0.00
O -1.257 -0.441 -0.514 0.03



Entry 2:
51
Properties=species:S:1:pos:R:3:nbo_charge:R:1 method="wB97M-V/def2-TZVPD" homo_ha=-0.194 orbital_gap_ev=7.652 mol_weight_da=618.22 energy_ev=-74811.2107 lumo_ev=2.4 e_above_lowest_ev=0.000 charge=-1 max_force_ha_per_bohr=0.0127
Sn -1.913 -1.095 -1.023 1.16
O -4.792 -3.743 3.759 -0.68
C -3.913 -2.869 4.189 0.79
O -3.651 -2.722 5.363 -0.62
C -3.191 -2.053 3.165 -0.27
C -2.179 -1.184 3.495 0.03
N -1.712 -0.664 2.352 -0.31
N -2.365 -1.141 1.282 -0.33
C -3.267 -1.994 1.749 0.08
C -4.173 -2.641 0.721 0.77
O -5.043 -3.437 1.145 -0.70
O -3.961 -2.299 -0.469 -0.73
H -4.895 -3.718 2.741 0.52
H -1.781 -0.920 4.466 0.24
H -0.943 -0.034 2.198 0.44
F -4.919 4.455 -1.653 -0.34
C -4.273 3.278 -1.477 0.39
C -4.483 2.574 -0.311 -0.30
C -3.814 1.364 -0.143 -0.21
C -2.949 0.858 -1.112 -0.47
C -2.777 1.611 -2.274 -0.21
C -3.431 2.826 -2.470 -0.30
H -5.159 2.967 0.440 0.22
H -3.984 0.805 0.776 0.20
H -2.102 1.258 -3.051 0.21
H -3.295 3.416 -3.370 0.22
S 1.299 -0.702 -3.104 -0.63
P 1.807 -0.091 -1.312 1.19
S 0.377 0.246 0.090 -0.74
C 3.022 -1.241 -0.575 -0.40
C 4.305 -1.309 -1.120 -0.13
C 5.231 -2.213 -0.617 -0.24
C 4.879 -3.062 0.428 -0.21
C 3.601 -3.005 0.963 -0.22
C 2.674 -2.095 0.463 -0.19
C 2.779 1.464 -1.405 -0.40
C 3.156 2.121 -0.231 -0.13
C 3.924 3.275 -0.291 -0.24
C 4.321 3.783 -1.525 -0.21
C 3.944 3.137 -2.693 -0.22
C 3.173 1.978 -2.634 -0.20
H 4.575 -0.653 -1.940 0.21
H 6.227 -2.258 -1.043 0.21
H 5.604 -3.764 0.823 0.21
H 3.320 -3.668 1.773 0.21
H 1.676 -2.036 0.881 0.24
H 2.831 1.724 0.724 0.22
H 4.213 3.782 0.623 0.21
H 4.917 4.687 -1.573 0.20
H 4.251 3.535 -3.655 0.21
H 2.861 1.465 -3.536 0.24



Entry 3:
54
Properties=species:S:1:pos:R:3:lowdin_spin:R:1 method="wB97M-V/def2-TZVPD" homo_ha="-0.294 / -0.298" s_squared=2.014 orbital_gap_ev="7.034 / 7.143" multiplicity=3 mol_weight_da=691.30 energy_ev=-226295.6656 lumo_ev="-1.0 / -1.0" max_force_ha_per_bohr=0.0100
V 0.130 0.110 -1.005 1.90
C -0.161 -1.320 -4.951 0.00
O 0.834 -2.342 -4.917 0.00
C 1.403 -2.772 -3.760 0.00
C 2.076 -3.978 -3.859 0.01
C 2.750 -4.539 -2.779 0.00
C 2.748 -3.883 -1.572 0.00
C 2.069 -2.666 -1.434 0.00
C 2.119 -2.011 -0.148 0.02
N 1.501 -0.927 0.154 -0.01
N 1.681 -0.447 1.445 0.00
C 1.005 0.653 1.582 0.00
O 0.315 1.183 0.608 0.02
C 1.036 1.370 2.875 0.00
C 0.412 2.609 2.982 0.00
C 0.421 3.289 4.190 0.00
C 1.050 2.734 5.296 0.00
C 1.675 1.497 5.190 0.00
C 1.670 0.816 3.984 0.00
C 1.387 -2.089 -2.525 0.01
O 0.780 -0.913 -2.413 0.02
H -0.516 -1.316 -5.981 0.00
H 0.254 -0.344 -4.703 0.00
H -0.991 -1.554 -4.284 0.00
H 2.061 -4.471 -4.823 0.00
H 3.266 -5.482 -2.895 0.00
H 3.269 -4.294 -0.716 0.00
H 2.723 -2.468 0.634 0.00
H -0.082 3.024 2.114 0.00
H -0.066 4.252 4.270 0.00
H 1.054 3.264 6.239 0.00
H 2.165 1.062 6.051 0.00
H 2.148 -0.148 3.888 0.00
Br -1.563 -1.739 0.811 0.01
C -3.018 -0.685 1.539 0.00
Br -2.479 0.336 3.070 0.00
H -3.787 -1.385 1.837 0.00
H -3.362 -0.014 0.763 0.00
O -2.912 -1.366 -2.776 0.00
S -3.150 -0.032 -2.317 0.00
O -4.182 0.187 -1.346 0.00
N -1.724 0.643 -1.772 0.00
C -1.282 1.587 -2.602 0.02
S 0.255 2.205 -2.387 -0.01
C -2.206 1.914 -3.707 0.00
C -2.073 2.873 -4.695 0.00
C -3.086 2.978 -5.636 0.00
C -4.197 2.138 -5.595 0.00
C -4.328 1.169 -4.607 0.00
C -3.313 1.086 -3.677 0.00
H -1.202 3.515 -4.721 0.00
H -3.014 3.721 -6.419 0.00
H -4.969 2.241 -6.346 0.00
H -5.184 0.509 -4.568 0.00



Entry 4:
57
Properties=species:S:1:pos:R:3:lowdin_spin:R:1 method="wB97M-V/def2-TZVPD" homo_ha="-0.386 / -0.387" s_squared=8.775 orbital_gap_ev="6.755 / 5.924" multiplicity=6 mol_weight_da=648.84 energy_ev=-118407.9350 lumo_ev="-3.8 / -4.6" e_above_lowest_ev=0.677 charge=+1 max_force_ha_per_bohr=0.0050
Fe -0.079 0.900 0.156 3.70
C 1.572 3.199 3.624 0.00
C 0.935 2.711 2.365 0.01
N 0.998 1.521 1.912 0.03
N 1.749 0.533 2.466 0.00
C 2.317 -0.339 1.581 0.01
N 3.038 -1.323 2.110 0.01
S 2.149 -0.172 -0.081 0.04
C 0.252 3.650 1.420 0.00
C 0.021 4.979 1.724 0.00
C -0.525 5.806 0.750 0.00
C -0.817 5.279 -0.493 0.00
C -0.570 3.932 -0.713 0.02
N -0.049 3.135 0.212 0.04
H 1.720 2.400 4.348 0.00
H 0.955 3.952 4.107 0.00
H 2.541 3.652 3.401 0.00
H 2.091 0.617 3.412 0.00
H 3.090 -1.492 3.101 0.00
H 3.396 -2.029 1.484 0.00
H 0.265 5.377 2.698 0.00
H -0.713 6.849 0.966 0.00
H -1.233 5.888 -1.282 0.00
H -0.800 3.474 -1.668 0.00
F -3.051 -0.544 -5.831 0.02
C -2.947 -0.089 -4.596 0.06
C -1.699 -0.017 -3.991 -0.01
F -0.611 -0.402 -4.651 -0.01
C -1.615 0.462 -2.705 0.05
F -0.377 0.534 -2.147 0.03
C -2.724 0.873 -1.967 0.03
S -2.619 1.327 -0.300 0.58
C -3.962 0.784 -2.607 0.05
F -5.064 1.132 -1.964 0.01
C -4.079 0.313 -3.904 -0.01
F -5.265 0.235 -4.486 -0.01
C 2.013 -4.479 1.764 0.00
C 1.717 -3.872 0.421 0.00
C 2.679 -3.800 -0.574 0.00
C 2.372 -3.273 -1.821 0.00
Cl 3.611 -3.166 -3.032 0.00
C 1.094 -2.837 -2.104 0.00
C 0.118 -2.899 -1.116 0.00
C 0.431 -3.393 0.142 0.00
O -0.447 -3.459 1.188 0.00
C -1.746 -2.957 0.999 0.01
C -1.810 -1.452 0.749 0.02
O -2.890 -1.014 0.327 0.21
O -0.762 -0.774 0.989 0.07
H 3.077 -4.691 1.868 0.00
H 1.473 -5.418 1.892 0.00
H 1.685 -3.827 2.576 0.00
H 3.679 -4.172 -0.386 0.00
H 0.861 -2.445 -3.084 0.00
H -0.881 -2.553 -1.347 0.00
H -2.292 -3.164 1.919 0.00
H -2.270 -3.461 0.184 0.00



Entry 5:
50
Properties=species:S:1:pos:R:3:lowdin_spin:R:1 method="wB97M-V/def2-TZVPD" homo_ha="-0.294 / -0.314" s_squared=6.027 orbital_gap_ev="7.782 / 6.646" multiplicity=5 mol_weight_da=662.21 energy_ev=-70294.8798 lumo_ev="-0.2 / -1.9" max_force_ha_per_bohr=0.0134
Ir -0.828 1.239 -0.657 2.56
C 1.287 -0.619 -2.400 0.03
C 1.578 0.423 -1.370 0.19
N 1.011 0.334 -0.182 0.11
N 1.678 0.740 0.946 0.03
C 0.971 1.346 1.829 0.04
S -0.644 1.931 1.588 0.30
S 1.666 1.706 3.405 0.01
C 2.884 0.354 3.573 0.00
C 2.253 -0.935 4.021 0.00
C 2.010 -1.178 5.370 0.00
C 1.355 -2.333 5.773 0.00
C 0.932 -3.259 4.827 0.00
C 1.179 -3.029 3.482 0.00
C 1.837 -1.873 3.081 0.00
C 2.331 1.648 -1.684 0.03
C 3.703 1.730 -1.895 0.01
C 4.286 2.951 -2.183 0.01
C 3.477 4.081 -2.272 0.00
C 2.108 4.000 -2.082 0.02
C 1.511 2.780 -1.778 0.02
O 0.169 2.707 -1.633 0.33
H 1.906 -1.496 -2.185 0.01
H 1.529 -0.252 -3.394 0.00
H 0.247 -0.946 -2.364 0.01
H 3.603 0.732 4.299 0.00
H 3.371 0.255 2.607 0.00
H 2.332 -0.452 6.109 0.00
H 1.167 -2.506 6.825 0.00
H 0.410 -4.154 5.140 0.00
H 0.853 -3.747 2.740 0.00
H 2.027 -1.693 2.030 0.00
H 4.310 0.836 -1.814 0.00
H 5.354 3.025 -2.336 0.00
H 3.921 5.043 -2.497 0.00
H 1.473 4.873 -2.163 0.00
Cl -7.928 -2.580 -3.597 0.00
C -6.489 -1.825 -2.984 0.00
C -6.447 -0.445 -2.861 0.00
C -5.297 0.152 -2.371 0.00
C -4.199 -0.628 -2.027 0.00
C -4.255 -2.010 -2.160 0.00
C -5.406 -2.616 -2.633 0.00
C -2.965 0.015 -1.518 0.04
O -3.003 1.196 -1.051 0.10
O -1.860 -0.602 -1.542 0.12
H -7.307 0.148 -3.143 0.00
H -5.241 1.226 -2.252 0.00
H -3.393 -2.603 -1.888 0.00
H -5.470 -3.691 -2.733 0.00